# 1
# C12H8N3O2Se3TeW

A molecular structure, C12H8N3O2Se3TeW in a non-equilibrium geometry (the ωB97M-V functional and the def2-TZVPD basis, OMol25).

XYZ file:
```
30
Properties=species:S:1:pos:R:3
W -0.82 0.33 0.41
O 3.18 0.19 -0.82
C 2.14 0.36 -0.27
N 0.86 -0.03 -0.72
C 0.76 -0.65 -1.98
O 1.64 -0.84 -2.77
C -0.65 -1.07 -2.26
C -1.01 -1.69 -3.43
C -2.33 -2.06 -3.61
C -3.24 -1.78 -2.60
C -2.81 -1.15 -1.45
N -1.53 -0.78 -1.29
C 2.04 1.03 1.07
C 3.16 1.55 1.67
C 3.03 2.17 2.90
C 1.77 2.25 3.47
C 0.68 1.71 2.80
N 0.81 1.11 1.60
H -0.24 -1.88 -4.17
H -2.65 -2.55 -4.52
H -4.28 -2.06 -2.69
H -3.49 -0.91 -0.65
H 4.11 1.45 1.15
H 3.89 2.58 3.41
H 1.61 2.72 4.42
H -0.31 1.77 3.21
Se -0.14 -2.00 1.45
Se -1.60 -2.05 3.22
Te -2.61 0.07 2.40
Se -1.98 2.22 0.07
```

Results
- E: -226293.864 eV
- Net charge: +1
- LUMO energy (spin up / spin down): -5.4813 / -5.4921 eV
- Frontier orbital gap (spin up / spin down): 5.95 / 5.94 eV
- HOMO level (spin up / spin down): -11.43 / -11.43 eV
- Max |F|: 0.02237 hartree/bohr

natural (NBO) atomic charge list, values in e, 6 entries: number 1, W, carries 0.579; number 2, O, carries -0.466; number 3, C, carries 0.656; number 4, N, carries -0.788; number 5, C, carries 0.649; number 6, O, carries -0.462

***

# 2
# C12H8O3S2

C12H8O3S2 in the gas phase in a non-equilibrium geometry (the ωB97M-V functional and the def2-TZVPD basis, OMol25).

XYZ file:
```
25
Properties=species:S:1:pos:R:3
O -4.74 -1.95 -0.72
O -0.09 3.53 0.50
O -3.54 -3.61 0.26
S -1.15 -1.83 0.78
C -3.68 -2.44 -0.33
C -2.55 -0.22 -0.69
C -2.54 -1.47 -0.24
C -0.37 -0.24 0.35
C -1.27 0.58 -0.41
C 3.28 -0.62 1.03
C 3.88 0.55 0.57
C 1.93 -0.84 0.89
C 2.99 1.70 0.23
C 1.03 0.11 0.41
C 1.54 1.45 0.16
S 0.59 2.73 -0.55
C -0.89 1.83 -1.12
H -2.56 -3.74 0.38
H -3.28 0.28 -1.30
H 4.00 -1.39 1.20
H 4.90 0.54 0.59
H 1.59 -1.84 1.26
H 3.38 2.71 0.06
H -1.66 2.55 -1.05
H -0.78 1.65 -2.28
```

Results
- E: -40384.068 eV
- LUMO energy: -0.8825 eV
- Frontier orbital gap: 7.90 eV
- HOMO level: -8.78 eV
- Max |F|: 0.11923 hartree/bohr

natural (NBO) atomic charge list, values in e, 6 entries: number 1, O, carries -0.554; number 2, O, carries -0.976; number 3, O, carries -0.628; number 4, S, carries 0.334; number 5, C, carries 0.751; number 6, C, carries -0.153

***

# 3
# C12H9Cl

C12H9Cl in the gas phase in a non-equilibrium geometry (the ωB97M-V functional and the def2-TZVPD basis, OMol25).

XYZ file:
```
22
Properties=species:S:1:pos:R:3
C -0.49 1.67 2.69
C 0.52 1.20 1.95
C -1.86 1.36 2.48
C 0.15 0.36 0.92
C -1.23 0.20 0.49
C -2.22 0.64 1.37
C -0.62 -0.13 -2.00
C 0.70 -0.21 -2.06
C 0.77 -1.93 -0.51
C -1.42 -0.22 -0.82
C 1.61 -0.84 -1.10
C 0.88 -0.54 0.11
Cl -3.89 0.15 1.26
H -0.22 2.41 3.41
H 1.51 1.28 2.41
H -2.59 1.60 3.19
H -1.18 -0.08 -2.96
H 1.22 0.36 -2.87
H -0.12 -2.30 -1.02
H 1.20 -2.61 0.23
H -2.57 -0.20 -1.02
H 2.57 -0.89 -1.38
```

Results
- 2S+1: 3
- E: -25105.667 eV
- LUMO energy (spin up / spin down): 0.9080 / -1.4411 eV
- Expectation value of S²: 2.048
- Frontier orbital gap (spin up / spin down): 6.86 / 7.52 eV
- HOMO level (spin up / spin down): -5.96 / -8.96 eV
- Max |F|: 0.10321 hartree/bohr

natural (NBO) atomic charge list, values in e, 6 entries: number 1, C, carries -0.177; number 2, C, carries -0.217; number 3, C, carries -0.246; number 4, C, carries -0.055; number 5, C, carries -0.122; number 6, C, carries 0.014

***

# 4
# C12H9Cl6NO

2 unconnected molecules or ions with the total composition C12H9Cl6NO in a non-equilibrium geometry (the ωB97M-V functional and the def2-TZVPD basis, OMol25).

XYZ file:
```
29
Properties=species:S:1:pos:R:3
Cl 1.24 0.23 0.13
C 2.55 1.16 -0.83
Cl 4.04 0.16 -0.76
C 2.13 1.20 -2.32
O 2.00 0.15 -2.92
C 1.92 2.51 -2.95
Cl 1.44 2.47 -4.58
C 2.20 3.69 -2.29
Cl 1.97 5.18 -3.09
C 2.62 3.70 -0.92
Cl 2.95 5.19 -0.15
C 2.80 2.51 -0.22
Cl 3.42 2.52 1.36
C -0.19 -3.82 1.00
C -1.03 -2.62 1.18
C -0.68 -1.39 1.78
N -1.82 -0.61 1.81
C -2.86 -1.26 1.20
C -4.18 -0.62 1.08
C -2.40 -2.51 0.79
H -0.75 -4.58 0.44
H 0.74 -3.62 0.44
H 0.09 -4.26 1.97
H 0.26 -1.07 2.20
H -1.90 0.32 2.22
H -4.87 -1.28 0.53
H -4.62 -0.42 2.07
H -4.10 0.33 0.54
H -2.98 -3.28 0.31
```

Results
- SMILES string: O=C1C(Cl)=C(Cl)C(Cl)=C(Cl)C1(Cl)Cl.Cc1c[nH]c(C)c1
- E: -91260.903 eV
- LUMO energy: -1.9361 eV
- Frontier orbital gap: 5.74 eV
- HOMO level: -7.67 eV
- Max |F|: 0.05300 hartree/bohr

natural (NBO) atomic charge list, values in e, 6 entries: number 1, Cl, carries 0.010; number 2, C, carries -0.121; number 3, Cl, carries 0.048; number 4, C, carries 0.478; number 5, O, carries -0.458; number 6, C, carries -0.170

***

# 5
# C12H9CrF9O14S3

A molecular structure, C12H9CrF9O14S3 in a non-equilibrium geometry (the ωB97M-V functional and the def2-TZVPD basis, OMol25).

XYZ file:
```
48
Properties=species:S:1:pos:R:3
Cr -0.11 0.13 -0.06
C -3.11 -2.82 -0.84
C -2.61 -1.60 -1.60
C -3.70 -1.06 -2.42
O -1.86 -0.66 -0.83
H -2.27 -3.41 -0.49
H -3.72 -3.31 -1.60
H -3.79 -2.31 -0.16
H -1.91 -2.06 -2.30
H -4.45 -0.54 -1.83
H -4.16 -1.80 -3.07
H -3.41 -0.23 -3.07
C 2.82 0.93 2.99
C 3.00 0.65 4.44
C 1.77 -0.29 4.97
O 1.70 -0.65 6.17
C 0.78 -0.77 4.03
C 0.71 -0.24 2.79
C 1.75 0.67 2.22
O 1.78 0.98 0.91
O -0.32 -0.59 2.07
O 3.99 0.89 5.17
H 3.63 1.50 2.57
H -0.04 -1.43 4.26
C 2.06 1.56 -3.81
F 2.97 1.81 -2.89
F 2.18 2.42 -4.90
F 2.02 0.25 -4.15
S 0.30 1.98 -2.94
O -0.79 1.67 -3.87
O 0.33 1.10 -1.73
O 0.22 3.40 -2.57
C -1.04 3.82 2.47
F 0.11 4.43 2.46
F -1.01 2.77 3.25
F -1.90 4.65 3.02
S -1.59 3.27 0.60
O -3.03 3.32 0.49
O -0.90 4.24 -0.30
O -1.00 1.89 0.42
C 1.50 -3.68 -1.86
F 0.44 -4.36 -1.41
F 2.49 -4.62 -2.04
F 1.23 -3.15 -3.01
S 2.16 -2.41 -0.58
O 1.07 -1.43 -0.40
O 2.43 -3.16 0.66
O 3.29 -1.76 -1.21
```

Results
- 2S+1: 5
- E: -126633.482 eV
- Net charge: -4
- LUMO energy (spin up / spin down): 8.3245 / 8.3178 eV
- Expectation value of S²: 6.006
- Frontier orbital gap (spin up / spin down): 2.99 / 5.02 eV
- HOMO level (spin up / spin down): 5.33 / 3.29 eV
- Max |F|: 0.09596 hartree/bohr

natural (NBO) atomic charge list, values in e, 6 entries: number 1, Cr, carries 1.288; number 2, C, carries -0.641; number 3, C, carries 0.122; number 4, C, carries -0.626; number 5, O, carries -0.908; number 6, H, carries 0.217

***

# 6
# C12H9N6O4

A gas-phase ion, C12H9N6O4 (charge -1) in a non-equilibrium geometry (the ωB97M-V functional and the def2-TZVPD basis, OMol25).

XYZ file:
```
31
Properties=species:S:1:pos:R:3
C -1.17 0.38 -0.01
N -2.44 0.03 0.77
O -3.07 0.96 1.30
O -2.79 -1.17 0.74
C -0.71 -0.89 -0.69
C -0.67 -2.16 -0.08
C -0.41 -3.28 -0.88
C -0.14 -3.15 -2.25
C -0.24 -1.90 -2.86
C -0.50 -0.78 -2.07
H -1.53 1.05 -0.81
H -0.85 -2.32 0.99
H -0.46 -4.27 -0.41
H 0.08 -4.04 -2.85
H -0.11 -1.78 -3.94
H -0.64 0.21 -2.53
O -0.95 2.83 -1.33
N 0.28 2.85 -1.03
C 0.77 1.99 0.01
C -0.26 1.23 0.80
N 0.42 0.52 1.85
N -0.24 -0.09 2.90
N 0.67 -0.36 3.79
N 1.90 0.08 3.43
C 1.73 0.68 2.23
C 2.63 1.42 1.43
C 2.10 2.14 0.38
O 1.10 3.59 -1.62
H -0.89 2.03 1.23
H 3.67 1.38 1.71
H 2.73 2.82 -0.20
```

Results
- E: -29715.529 eV
- Net charge: -1
- LUMO energy: 2.9636 eV
- Frontier orbital gap: 7.07 eV
- HOMO level: -4.11 eV
- Max |F|: 0.05878 hartree/bohr

natural (NBO) atomic charge list, values in e, 6 entries: number 1, C, carries -0.186; number 2, N, carries 0.537; number 3, O, carries -0.375; number 4, O, carries -0.386; number 5, C, carries 0.040; number 6, C, carries -0.180

***

# 7
# C13H10AlN2O4S

A molecular structure, C13H10AlN2O4S in a non-equilibrium geometry (the ωB97M-V functional and the def2-TZVPD basis, OMol25).

XYZ file:
```
31
Properties=species:S:1:pos:R:3
Al 0.25 -0.73 -1.10
C 1.31 -2.14 -0.15
O 1.98 -2.83 0.44
C -0.16 -2.57 -2.48
O -0.34 -3.51 -3.12
C 2.04 -0.47 -2.33
O 3.06 -0.54 -2.83
C -1.84 -1.10 -0.70
O -2.93 -1.24 -0.37
C -0.87 1.10 -2.96
H -1.55 1.49 -2.16
H 0.04 1.70 -3.13
C -1.11 -0.03 -3.62
H -0.31 -0.50 -4.25
H -1.97 -0.69 -3.36
N 1.42 2.17 -1.05
C 0.87 1.79 0.19
N 0.32 0.59 0.33
C -0.09 0.31 1.68
C -0.61 -0.91 2.14
C -0.83 -1.04 3.52
C -0.53 0.03 4.36
C 0.02 1.22 3.88
C 0.26 1.37 2.52
S 1.05 2.69 1.64
H 2.25 2.74 -0.84
H 0.79 2.82 -1.52
H -0.83 -1.73 1.42
H -1.23 -1.97 3.91
H -0.71 -0.07 5.42
H 0.27 2.05 4.53
```

Results
- E: -42214.662 eV
- Net charge: +3
- LUMO energy: -12.8117 eV
- Frontier orbital gap: 6.16 eV
- HOMO level: -18.97 eV
- Max |F|: 0.10236 hartree/bohr

natural (NBO) atomic charge list, values in e, 6 entries: number 1, Al, carries 1.199; number 2, C, carries 0.496; number 3, O, carries -0.184; number 4, C, carries 0.523; number 5, O, carries -0.250; number 6, C, carries 0.550

***

# 8
# C13H10AlN2O4S

A molecular structure, C13H10AlN2O4S in a non-equilibrium geometry (the ωB97M-V functional and the def2-TZVPD basis, OMol25).

XYZ file:
```
31
Properties=species:S:1:pos:R:3
Al -0.68 1.57 0.07
C -1.09 2.98 1.64
O -1.53 3.81 2.34
C -0.81 2.67 -1.89
O -0.82 3.57 -2.60
C -2.52 0.89 -0.64
O -3.68 0.91 -0.76
C 1.18 1.24 -1.26
O 2.20 1.32 -1.79
C -0.70 -1.23 -4.07
H 0.20 -1.43 -3.50
H -1.62 -1.57 -3.60
C -0.72 0.03 -4.48
H -1.65 0.59 -4.71
H 0.19 0.65 -4.61
N -1.94 -2.06 -0.23
C -0.91 -1.68 0.61
N -0.34 -0.46 0.66
C 0.84 -0.56 1.48
C 1.68 0.52 1.71
C 2.52 0.50 2.82
C 2.55 -0.61 3.67
C 1.74 -1.72 3.43
C 0.91 -1.71 2.31
S -0.32 -2.85 1.83
H -2.66 -2.64 0.22
H -1.71 -2.38 -1.18
H 1.65 1.38 0.97
H 3.13 1.39 2.96
H 3.23 -0.56 4.50
H 1.70 -2.57 4.10
```

Results
- E: -42211.052 eV
- Net charge: +3
- LUMO energy: -14.0909 eV
- Frontier orbital gap: 4.70 eV
- HOMO level: -18.80 eV
- Max |F|: 0.14411 hartree/bohr

natural (NBO) atomic charge list, values in e, 6 entries: number 1, Al, carries 1.354; number 2, C, carries 0.533; number 3, O, carries -0.155; number 4, C, carries 0.481; number 5, O, carries -0.213; number 6, C, carries 0.484

***

# 9
# C13H10F3N5S2Ti

A molecular structure, C13H10F3N5S2Ti in a non-equilibrium geometry (the ωB97M-V functional and the def2-TZVPD basis, OMol25).

XYZ file:
```
34
Properties=species:S:1:pos:R:3
Ti 0.95 -0.44 -0.99
N 4.81 -1.93 -0.11
C 3.90 -0.94 -0.31
S 3.12 -1.04 -1.88
N 3.61 -0.10 0.57
N 2.45 0.51 0.34
C 2.23 1.63 0.90
C 1.07 2.39 0.38
C 0.80 3.64 0.99
C -0.12 4.48 0.36
C -0.68 3.97 -0.78
C -0.42 2.71 -1.26
N 0.37 1.88 -0.67
H 5.22 -2.45 -0.82
H 5.36 -1.86 0.74
H 2.94 2.01 1.61
H 1.43 3.93 1.79
H -0.30 5.46 0.72
H -1.33 4.67 -1.32
H -0.80 2.29 -2.17
F -2.08 -4.92 -0.37
C -2.26 -4.18 0.73
F -3.43 -4.55 1.32
F -1.29 -4.53 1.65
C -2.34 -2.69 0.36
C -3.54 -2.09 0.25
C -3.59 -0.76 -0.18
C -2.48 -0.08 -0.58
N -1.25 -0.68 -0.57
C -1.18 -1.99 -0.12
S 0.39 -2.64 -0.17
H -4.45 -2.51 0.60
H -4.53 -0.23 -0.23
H -2.57 1.00 -0.78
```

Results
- 2S+1: 2
- E: -74027.480 eV
- Net charge: +1
- LUMO energy (spin up / spin down): -4.5593 / -4.4667 eV
- Expectation value of S²: 0.758
- Frontier orbital gap (spin up / spin down): 7.27 / 7.41 eV
- HOMO level (spin up / spin down): -11.83 / -11.87 eV
- Max |F|: 0.07978 hartree/bohr

natural (NBO) atomic charge list, values in e, 6 entries: number 1, Ti, carries 1.377; number 2, N, carries -0.753; number 3, C, carries 0.340; number 4, S, carries -0.224; number 5, N, carries -0.398; number 6, N, carries -0.294

***

# 10
# C13H10N3O3PSYb

A molecular structure, C13H10N3O3PSYb in a non-equilibrium geometry (the ωB97M-V functional and the def2-TZVPD basis, OMol25).

XYZ file:
```
32
Properties=species:S:1:pos:R:3
O 3.15 -3.04 2.93
N 2.84 -3.64 1.98
O 1.54 -3.18 1.59
C 1.59 -1.89 1.09
C 0.49 -1.00 1.44
C 0.48 0.41 0.88
C -0.77 1.26 1.29
C -1.94 0.66 0.41
C -2.99 -0.21 0.95
C -3.98 -0.73 -0.02
C -3.92 -0.42 -1.46
C -2.87 0.47 -1.96
C -1.87 1.01 -1.04
C 1.51 0.94 -0.01
P 1.50 2.67 -0.75
O 2.88 3.22 -0.96
C 2.69 -0.03 -0.38
N 3.78 0.27 -1.25
S 4.69 -1.13 -1.28
N 3.80 -2.11 -0.28
C 2.69 -1.42 0.18
H -0.35 -1.34 2.10
H -0.64 2.35 1.07
H -0.97 1.17 2.39
H -3.02 -0.48 2.03
H -4.77 -1.42 0.36
H -4.65 -0.83 -2.19
H -2.75 0.74 -3.04
H -1.03 1.66 -1.40
H 0.95 2.52 -2.11
H 0.69 3.60 -0.03
Yb 1.24 -0.05 -2.54
```

Results
- E: -75886.174 eV
- Net charge: +2
- LUMO energy: -8.9748 eV
- Frontier orbital gap: 6.28 eV
- HOMO level: -15.26 eV
- Max |F|: 0.07532 hartree/bohr

natural (NBO) atomic charge list, values in e, 6 entries: number 1, O, carries -0.153; number 2, N, carries 0.447; number 3, O, carries -0.395; number 4, C, carries 0.319; number 5, C, carries -0.258; number 6, C, carries 0.172

***

# 11
# C13H10N5O8S

2 unconnected molecules or ions with the total composition C13H10N5O8S in a non-equilibrium geometry (the ωB97M-V functional and the def2-TZVPD basis, OMol25).

XYZ file:
```
37
Properties=species:S:1:pos:R:3
O 3.41 -3.92 -4.44
N 3.79 -3.87 -3.26
O 4.97 -4.11 -2.92
C 2.88 -3.49 -2.18
C 3.43 -3.32 -0.91
C 2.64 -2.83 0.16
N 3.19 -2.81 1.50
O 4.38 -3.15 1.65
O 2.45 -2.48 2.44
C 1.31 -2.44 -0.02
C 0.75 -2.70 -1.26
N -0.61 -2.74 -1.64
O -1.65 -2.49 -1.07
O -0.63 -3.28 -2.94
N 0.65 -3.54 -3.41
C 1.46 -3.22 -2.37
H 4.47 -3.54 -0.74
H 0.72 -1.93 0.74
C -4.09 5.21 0.43
C -3.11 4.12 0.73
C -1.79 4.45 1.05
C -0.85 3.45 1.34
C -1.26 2.11 1.36
S -0.14 0.86 2.04
N 0.35 -0.04 0.84
O 0.89 1.70 2.63
O -1.03 0.11 2.89
C -2.57 1.77 0.99
C -3.49 2.77 0.71
H -5.08 4.79 0.23
H -4.16 5.89 1.29
H -3.78 5.80 -0.44
H -1.49 5.49 1.10
H 0.17 3.72 1.56
H 1.19 0.40 0.46
H -2.86 0.72 0.94
H -4.53 2.52 0.48
```

Results
- E: -48299.453 eV
- Net charge: -1
- LUMO energy: 0.1514 eV
- Frontier orbital gap: 5.44 eV
- HOMO level: -5.29 eV
- Max |F|: 0.05192 hartree/bohr

natural (NBO) atomic charge list, values in e, 6 entries: number 1, O, carries -0.353; number 2, N, carries 0.508; number 3, O, carries -0.404; number 4, C, carries -0.026; number 5, C, carries -0.087; number 6, C, carries -0.040

***

# 12
# C13H11BF7N3PdSSe

A molecular structure, C13H11BF7N3PdSSe in a non-equilibrium geometry (the ωB97M-V functional and the def2-TZVPD basis, OMol25).

XYZ file:
```
38
Properties=species:S:1:pos:R:3
Pd -1.36 -0.97 1.47
N 0.14 -2.48 3.76
H -0.79 -2.22 4.10
H 0.65 -1.61 3.59
H -0.02 -2.90 2.83
F -3.88 0.08 2.81
B -2.89 -0.84 2.70
F -3.13 -1.75 3.71
F 3.26 5.06 -1.42
C 2.74 4.02 -0.70
C 1.96 4.26 0.43
F 1.77 5.54 0.84
C 1.44 3.21 1.15
F 0.73 3.49 2.26
C 1.64 1.85 0.79
Se 0.96 0.46 1.78
C 2.47 1.66 -0.33
F 2.80 0.40 -0.68
C 3.01 2.70 -1.06
F 3.84 2.46 -2.10
N -1.26 -3.65 1.15
C -1.63 -2.57 0.26
S -3.04 -2.82 -0.70
N -0.46 -2.07 -0.38
C -0.49 -1.11 -1.37
C -1.52 -0.16 -1.40
C -1.59 0.74 -2.45
C -0.64 0.72 -3.46
C 0.41 -0.17 -3.39
C 0.49 -1.08 -2.36
H -2.09 -3.87 1.70
H -1.01 -4.49 0.62
H 0.36 -2.67 -0.34
H -2.26 -0.13 -0.59
H -2.40 1.46 -2.48
H -0.71 1.42 -4.29
H 1.18 -0.17 -4.16
H 1.32 -1.78 -2.30
```

Results
- E: -117492.969 eV
- Net charge: -2
- LUMO energy: 4.6516 eV
- Frontier orbital gap: 4.99 eV
- HOMO level: -0.34 eV
- Max |F|: 0.03091 hartree/bohr

natural (NBO) atomic charge list, values in e, 6 entries: number 1, Pd, carries 0.081; number 2, N, carries -1.126; number 3, H, carries 0.369; number 4, H, carries 0.362; number 5, H, carries 0.389; number 6, F, carries -0.562

***

> Number 6 is which compound?

C12H9N6O4

***

> Look up the E of the ninth one.

-74027.480 eV